{"formula": "C4H14N2O2", "method": "wB97M-V/def2-TZVPD", "symbols": ["C", "C", "C", "N", "C", "N", "H", "H", "H", "H", "H", "H", "H", "H", "H", "H", "H", "H", "O", "H", "H", "O"], "positions_angstrom": [[1.525022, -1.392182, -0.727582], [0.234814, -1.700721, 0.055464], [-0.691404, -0.444136, 0.003214], [1.351015, 0.362275, 2.221281], [0.121354, 0.844131, 1.982289], [-0.662299, 0.545620, 1.005183], [1.877516, -0.364026, -0.565692], [2.354930, -1.996673, -0.361444], [1.409061, -1.492208, -1.804007], [-0.274465, -2.552814, -0.331504], [0.528943, -1.867442, 1.089063], [-1.661849, -0.955100, -0.096035], [-0.623541, 0.173907, -0.876477], [1.688745, -0.246721, 1.483187], [2.045158, 1.022875, 2.565143], [-0.267610, 1.592328, 2.669910], [-2.705298, 1.632652, -0.762710], [-2.476459, 1.465928, 0.716883], [-2.980409, 1.996858, 0.087476], [0.466702, 1.081762, -2.493023], [-1.027594, 0.935778, -2.762142], [-0.232333, 1.357911, -3.098475]], "forces_ev_per_a": [[0.239, 0.257, 0.246], [1.551, 1.822, 0.346], [-0.696, -0.853, -0.240], [-0.172, 0.394, -1.341], [-0.569, 0.337, 0.815], [1.063, -0.882, 0.390], [-0.228, 0.056, 0.003], [-0.097, -0.365, -0.316], [0.012, -0.207, -0.001], [-0.388, -0.547, -0.144], [-0.412, -0.429, 0.156], [-0.483, 0.703, 0.424], [0.194, -0.217, -0.817], [0.375, -0.045, 0.271], [-0.182, -0.247, 0.361], [0.067, -0.030, 0.108], [-0.251, 0.293, -0.093], [-0.314, 0.261, 0.067], [0.260, -0.329, -0.047], [0.055, 0.126, -0.265], [-0.147, 0.006, -0.280], [0.123, -0.102, 0.358]], "spin_multiplicity": 2, "s_squared": 0.757, "charge": 1, "de_lowest_ev": 2.922}


{"formula": "C4H14N2O2", "method": "wB97M-V/def2-TZVPD", "symbols": ["O", "C", "C", "C", "C", "N", "N", "H", "H", "H", "H", "H", "H", "H", "H", "H", "H", "H", "H", "H", "H", "O"], "positions_angstrom": [[0.966389, -0.834825, -1.972986], [0.851151, 0.066186, -1.204461], [0.560257, -0.133467, 0.315139], [-0.594147, 0.669083, 0.848532], [-0.151175, 1.941191, 1.678185], [0.098133, 3.192685, 0.791039], [0.207088, -1.612830, 0.438819], [0.813537, 1.108833, -1.631302], [1.525234, 0.181911, 0.807726], [-1.354383, 0.322920, 1.535524], [-1.246612, 1.096262, 0.069353], [0.762396, 1.722355, 2.308535], [-1.000365, 2.019414, 2.393241], [-0.609140, 3.708767, 0.260506], [0.917602, 2.906419, 0.271434], [0.469770, 3.884404, 1.535097], [0.621107, -2.120164, 1.251826], [0.484640, -2.038896, -0.508658], [-0.810412, -1.677280, 0.471172], [-2.083035, -3.705982, -0.780119], [-1.501143, -2.913737, -1.947510], [-1.378266, -3.058317, -1.000599]], "forces_ev_per_a": [[0.131, -0.616, 0.495], [-1.017, 1.100, -0.636], [0.579, -1.045, -0.097], [-0.154, 3.648, 0.158], [-1.192, -1.509, 0.224], [1.706, 0.411, 3.983], [1.533, 0.480, -0.489], [0.294, -0.359, 0.689], [-0.891, -0.968, -0.077], [0.365, -1.656, 0.032], [0.272, -0.404, -0.295], [-0.760, 0.708, -0.973], [0.743, 1.215, -0.556], [-0.312, -0.690, -0.104], [0.111, 0.626, -0.894], [-0.587, -0.723, -1.632], [-0.228, 0.417, -0.837], [-0.266, 0.023, 1.331], [-0.049, -0.523, -0.128], [0.632, 0.409, -0.133], [0.042, -0.054, -0.062], [-0.952, -0.490, 0.003]], "charge": 2, "de_lowest_ev": 1.207}


{"formula": "C4H14N2O2P", "method": "wB97M-V/def2-TZVPD", "symbols": ["C", "C", "C", "C", "N", "N", "O", "O", "P", "H", "H", "H", "H", "H", "H", "H", "H", "H", "H", "H", "H", "H", "H"], "positions_angstrom": [[1.583736, -2.037854, 2.544066], [-3.098870, 2.188258, -2.982281], [1.724003, -1.722180, 1.081866], [-2.153743, 1.697530, -1.946090], [3.071521, -1.510379, 0.630484], [-1.045557, 1.062611, -1.939127], [-0.587781, 0.085342, 1.614957], [0.820174, 0.385463, -0.388899], [0.908419, 0.008434, 1.036977], [2.208013, -1.393958, 3.275042], [0.486163, -2.027031, 2.902253], [1.876477, -3.166796, 2.730826], [-3.079500, 1.719826, -3.854260], [-4.227435, 2.331127, -2.591618], [-2.849781, 3.359192, -3.076700], [1.229706, -2.308918, 0.183799], [-2.429243, 2.073953, -0.837679], [3.188449, -1.710495, -0.359526], [-0.696102, 0.471607, 2.500977], [3.509810, -0.629098, 0.776289], [1.756058, 0.808693, 1.740211], [-0.696886, 0.694991, -2.817929], [-0.321107, 0.847197, -1.041267]], "forces_ev_per_a": [[-0.458, -3.328, 2.305], [-0.541, 3.739, 5.003], [-1.316, 2.323, -1.356], [-11.685, 6.868, 4.385], [0.466, -1.008, -0.848], [9.580, -5.535, -0.656], [0.619, 0.332, 0.723], [-0.587, 1.258, -1.835], [-0.565, -2.808, -0.765], [-0.847, -0.892, -1.524], [1.611, 0.227, -0.672], [-0.231, 2.264, -0.166], [0.123, -1.823, -4.016], [2.488, -0.692, -0.607], [-0.373, -1.794, -0.395], [0.351, 0.648, 2.604], [0.591, -0.734, -2.754], [-0.124, -0.049, 0.312], [-0.043, -0.235, -0.228], [0.250, 0.717, 0.655], [0.399, 0.725, 0.850], [0.328, -0.109, -0.221], [-0.036, -0.092, -0.795]], "spin_multiplicity": 3, "total_energy_ev": -20726.75100, "s_squared": 2.008, "charge": 1}